No. 1
ORCA calculation (the ωB97M-V functional and the def2-TZVPD basis) on C28H32N2O3RhS5Si as an isolated structure.

Each line ends with the Löwdin charge.
Element x y z (Å)
1 Rh 0.41544 0.61780 -1.52085  0.5630
2 S 6.49910 4.29846 -2.02354  0.4248
3 C 5.12036 3.38552 -2.15598  -1.5405
4 S 3.53603 4.04676 -2.22135  0.8686
5 C 2.64880 2.54931 -2.36230  -1.1288
6 C 3.38212 1.41151 -2.34571  -1.1852
7 S 2.74045 -0.19826 -2.39827  0.4993
8 S 5.10550 1.66593 -2.21298  0.8749
9 S 0.90424 2.60834 -2.57166  0.5174
10 C 1.99592 -5.74780 0.65252  -0.0900
11 O 0.80883 -5.90681 -0.10012  -0.0824
12 C 0.25501 -4.78115 -0.62921  -0.2847
13 C -0.81419 -5.00235 -1.51979  -0.0252
14 C -1.39055 -3.91902 -2.12282  -0.0355
15 C -0.96024 -2.59776 -1.88970  -0.1058
16 C -1.50322 -1.52456 -2.69406  -0.3707
17 C -2.81320 -1.72932 -3.41922  -0.0052
18 O -0.94344 -0.43673 -2.88055  -0.1002
19 C 0.06114 -2.37080 -0.91456  -0.3439
20 O 0.41324 -1.21662 -0.48613  -0.2192
21 C 0.67901 -3.51098 -0.32887  0.0537
22 H 2.35904 -6.75097 0.86186  0.0872
23 H 1.80353 -5.22970 1.59617  0.0917
24 H 2.74899 -5.19352 0.08795  0.0968
25 H -1.13385 -6.01456 -1.72252  0.1074
26 H -2.19054 -4.08873 -2.83218  0.1057
27 H -2.64481 -2.29696 -4.33756  0.0913
28 H -3.21005 -0.75302 -3.68522  0.0860
29 H -3.53170 -2.26824 -2.80362  0.0816
30 H 1.48857 -3.31767 0.35978  0.1032
31 C -4.93277 -1.37853 0.21359  -0.1060
32 C -3.63119 -1.54866 0.66624  -0.0834
33 C -2.64460 -0.64473 0.29607  -0.1129
34 C -2.92838 0.45346 -0.52025  -0.3098
35 C -4.24147 0.59386 -0.97625  -0.1162
36 C -5.23555 -0.30600 -0.61404  -0.1041
37 Si -1.57860 1.67255 -1.05204  0.5826
38 C -1.46813 2.96362 0.33207  -0.3206
39 C -1.20587 4.30708 0.04889  -0.1159
40 C -1.06555 5.24460 1.06234  -0.0908
41 C -1.17740 4.85925 2.39198  -0.1044
42 C -1.43959 3.53218 2.69931  -0.1043
43 C -1.58501 2.60199 1.67730  -0.1260
44 H -5.70436 -2.08457 0.49586  0.0934
45 H -3.37965 -2.39655 1.29189  0.1014
46 H -1.62106 -0.83104 0.60968  0.0885
47 H -4.49044 1.42407 -1.62919  0.0933
48 H -6.24578 -0.17461 -0.98372  0.0943
49 H -2.15742 2.37902 -2.22820  -0.0062
50 H -1.09044 4.61929 -0.98224  0.0864
51 H -0.85636 6.27811 0.81439  0.0985
52 H -1.06219 5.58992 3.18309  0.0948
53 H -1.53439 3.22033 3.73279  0.0980
54 H -1.82049 1.57380 1.94171  0.0924
55 C 3.85016 -0.06935 2.33866  -0.0420
56 C 2.49629 0.59016 2.09238  -0.6234
57 C 2.44890 1.95369 2.77762  -0.0371
58 C 1.37642 -0.31642 2.62400  -0.0358
59 N 2.43591 0.78208 0.63719  -0.0292
60 N 1.20540 1.36726 0.19430  -0.0893
61 H 4.02064 -0.20415 3.40816  0.0813
62 H 4.64716 0.54648 1.92180  0.0872
63 H 3.89196 -1.04992 1.85806  0.0843
64 H 2.61019 1.83877 3.85131  0.0838
65 H 1.48273 2.44620 2.64170  0.0648
66 H 3.22629 2.60457 2.37368  0.0905
67 H 1.55273 -0.55595 3.67477  0.0836
68 H 1.32524 -1.24124 2.04740  0.0719
69 H 0.39355 0.16257 2.57044  0.0666
70 H 2.49937 -0.10673 0.14341  0.0415
71 H 1.33804 2.37445 0.11941  0.0910
72 H 0.46618 1.20099 0.87497  0.0521

Properties
- spin multiplicity = 1
- energy above the lowest of the compared OMol25 structures with the same formula, charge and spin (kJ/mol) = 35.6
- frontier orbital gap (eV) = 6.2
- E_LUMO (eV) = 2.4
- total charge = -1
- HOMO level (eV) = -3.789

=====

No. 2
ORCA calculation (the ωB97M-V functional and the def2-TZVPD basis) on C2H4S as an isolated structure at a distorted geometry.

Each line ends with the Löwdin charge.
Element x y z (Å)
1 C 0.19423 0.65538 -0.36076  -0.5810
2 C -0.23195 -0.67736 0.08506  -0.2464
3 S -0.27513 0.13249 -2.09390  0.6433
4 H -0.42810 1.48250 -0.03500  0.0627
5 H 1.25342 0.87552 -0.29317  0.0617
6 H 0.44189 -1.51352 0.05808  0.0301
7 H -1.25540 -0.84682 0.35905  0.0296

Properties
- spin multiplicity = 3
- energy above the lowest of the compared OMol25 structures with the same formula, charge and spin (kJ/mol) = 0.0
- frontier orbital gap (alpha / beta) (eV) = 7.8 / 7.2
- E_LUMO (alpha / beta) (eV) = 1.1 / -2.2
- HOMO level (alpha / beta) (eV) = -6.696 / -9.359

=====

No. 3
ORCA calculation (the ωB97M-V functional and the def2-TZVPD basis) on C25H49BClF3LiN2O9PS as an isolated structure at a distorted geometry.

Each line ends with the Löwdin charge.
Element x y z (Å)
1 C -0.92552 1.03752 3.43008  -0.0188
2 B -0.54363 1.46891 1.89026  -0.3463
3 O -1.45606 2.45971 1.22796  0.0653
4 N 0.64440 0.98570 1.07938  -0.0510
5 F 0.95819 2.12619 0.36515  -0.0916
6 C 1.97049 0.70264 1.81653  -0.4135
7 Cl 2.90478 2.26883 1.49002  0.8090
8 C 2.48832 -0.72158 1.19262  -0.1701
9 C 4.02207 -1.23715 1.45185  -0.2191
10 C 4.58434 -2.21589 0.21750  -0.0579
11 F 4.98952 -0.16353 1.80975  -0.0966
12 C 1.93636 -0.51805 -0.34682  -0.1972
13 P 3.02559 0.35769 -1.64631  0.7634
14 N 2.41023 1.72879 -2.25132  -0.1539
15 O 3.25299 -0.76554 -2.98859  -0.2567
16 O 4.61864 0.79875 -0.99490  -0.2495
17 C 0.39143 0.00090 -0.08166  -0.2439
18 C -0.49808 -1.33374 0.38012  -0.0863
19 O -1.94650 -1.16847 0.18709  -0.1685
20 C -2.71449 -1.65217 1.36376  -0.1410
21 C -3.69968 -0.62608 2.21184  -0.0186
22 C -4.63047 -1.08370 3.50705  -0.0763
23 C -4.54477 -2.68065 3.95639  -0.0965
24 C -3.54349 -3.71876 3.17169  -0.0668
25 C -2.63743 -3.21840 1.89424  0.0036
26 O -0.28488 0.82693 -1.09310  -0.0828
27 C -0.41951 0.13848 -2.38546  -0.1104
28 C -1.95979 -0.15116 -2.86610  -0.2932
29 C -2.18402 -1.80102 -2.98988  -0.0737
30 O -2.30362 0.39868 -4.18979  -0.1257
31 H -1.22564 -0.10456 3.52122  0.0989
32 H -1.85758 1.69301 3.77769  0.1094
33 H -0.03347 1.20366 4.17585  0.0824
34 H -1.55146 3.19448 1.92248  0.1374
35 H 1.74893 0.40492 2.94391  0.1560
36 H 1.86658 -1.50251 1.84766  0.1629
37 H 3.98494 -1.96043 2.40104  0.1533
38 H 5.42092 -1.68243 -0.40370  0.0935
39 H 3.71882 -2.66161 -0.43968  0.0832
40 H 5.10787 -3.15673 0.73292  0.0963
41 H 1.78238 -1.58997 -0.84442  0.1310
42 H 2.28167 1.56658 -3.27691  0.0105
43 H 4.20914 -1.11914 -2.92538  0.0902
44 H 4.86782 1.70974 -1.33869  0.0620
45 H -0.31405 -1.55996 1.52901  0.1415
46 H -0.18394 -2.30047 -0.22520  0.1405
47 H -3.73897 0.50769 1.86050  0.0915
48 H -5.33884 -0.31856 4.07322  0.0866
49 H -5.22868 -3.04112 4.86398  0.0790
50 H -3.50828 -4.82966 3.56523  0.0794
51 H -1.93598 -3.99631 1.35000  0.0788
52 H 0.17513 -0.86449 -2.48175  0.1364
53 H 0.04944 0.87344 -3.20130  0.1445
54 H -2.68529 0.27161 -2.04849  0.1644
55 H -1.37769 -2.38851 -2.33434  0.0775
56 H -3.23390 -2.12294 -2.52684  0.1031
57 H -2.03741 -2.15561 -4.09795  0.0171
58 H -1.50823 0.22034 -4.79182  0.0838
59 C -1.41371 -1.16786 7.84224  -0.0631
60 C -2.09342 -0.03212 7.09408  -0.5066
61 C -2.72402 0.96446 8.05356  -0.0642
62 O -3.10042 -0.56622 6.23857  -0.0812
63 H -2.13604 -1.72440 8.45005  0.0824
64 H -0.97503 -1.88376 7.13902  0.0810
65 H -0.62248 -0.79100 8.49782  0.0805
66 H -1.36204 0.48012 6.45940  0.1226
67 H -3.49279 0.48362 8.66879  0.0820
68 H -3.21991 1.76963 7.50094  0.0796
69 H -1.97207 1.40533 8.71542  0.0810
70 H -3.75421 -1.02298 6.79354  0.0912
71 C 3.58930 4.77794 -1.51401  -0.1293
72 C 5.09683 5.07315 -1.44489  -0.7498
73 C 5.43215 6.22984 -2.40124  -0.1190
74 O 5.74085 3.99862 -1.86646  -0.3076
75 H 3.26237 4.49599 -2.52361  0.0588
76 H 3.30737 3.96680 -0.83091  0.0051
77 H 3.01441 5.66464 -1.22195  0.0485
78 H 5.28130 5.45826 -0.43204  0.0945
79 H 5.17322 6.00162 -3.44369  0.0619
80 H 6.49957 6.48220 -2.36800  0.0572
81 H 4.87533 7.13095 -2.11802  0.0466
82 C -3.33487 -0.91144 -8.15767  -0.2381
83 S -2.13218 -2.01722 -7.38087  0.7391
84 O -1.11995 -1.16084 -6.67834  -0.5082
85 C -1.38166 -2.59165 -8.92339  -0.2277
86 H -3.90083 -0.40714 -7.37100  0.0616
87 H -2.81891 -0.16547 -8.76698  0.0764
88 H -4.01983 -1.49418 -8.77788  0.0623
89 H -0.98497 -1.74277 -9.48556  0.0771
90 H -2.12934 -3.12026 -9.51903  0.0636
91 H -0.56593 -3.27589 -8.67833  0.0648
92 Li -3.43884 -3.12275 -5.53215  0.7748
93 F -1.93884 -3.71949 -0.45497  -0.6240

Properties
- spin multiplicity = 1
- frontier orbital gap (eV) = 1.7
- E_LUMO (eV) = -2.5
- HOMO level (eV) = -4.195

=====

Number 1: electronic energy -103744.253 eV. Number 2: electronic energy -12970.317 eV. Number 3: electronic energy -89784.392 eV.